{"formula": "C25H59AlN7O9", "method": "ωB97M-V with the def2-TZVPD basis set", "symbols": ["Al", "C", "C", "O", "H", "H", "H", "H", "H", "C", "C", "O", "H", "H", "H", "H", "H", "C", "O", "N", "C", "C", "H", "H", "H", "H", "H", "H", "H", "C", "O", "N", "C", "C", "H", "H", "H", "H", "H", "H", "H", "C", "O", "N", "C", "C", "H", "H", "H", "H", "H", "H", "H", "C", "O", "N", "C", "C", "H", "H", "H", "H", "H", "H", "H", "C", "O", "N", "C", "C", "H", "H", "H", "H", "H", "H", "H", "C", "O", "N", "C", "C", "H", "H", "H", "H", "H", "H", "H", "C", "O", "N", "C", "C", "H", "H", "H", "H", "H", "H", "H"], "coordinates": [[-2.29019, 3.58127, -2.27048], [-0.00814, 0.56608, 0.63658], [0.64188, 1.69593, -0.14004], [-0.26046, 2.37048, -0.91251], [-0.47335, -0.09565, -0.08743], [-0.78985, 1.00177, 1.27600], [0.61031, 0.12106, 1.41147], [1.41310, 1.21185, -0.77686], [1.13047, 2.48460, 0.46496], [-0.35048, 6.22421, 0.89536], [-1.13822, 4.92225, 1.12989], [-2.37939, 5.07417, 0.84876], [-0.80425, 6.78157, 0.07253], [0.66994, 6.02023, 0.57110], [-0.41429, 6.89252, 1.75117], [-0.99161, 4.53922, 2.15617], [-0.64937, 4.07414, 0.44129], [2.33251, -2.45826, 2.16760], [3.12183, -2.78929, 3.03295], [2.42344, -2.92882, 0.89039], [1.40030, -2.70920, -0.09342], [3.49803, -3.76901, 0.43626], [1.46841, -1.79045, 2.29505], [0.95779, -3.61571, -0.53428], [1.94550, -2.30788, -0.96464], [0.55765, -2.09234, 0.19366], [3.09603, -4.62990, -0.10864], [4.10040, -3.23990, -0.30922], [4.10602, -4.12605, 1.25861], [-2.89313, 0.95965, 3.49111], [-2.80758, 0.45555, 4.57806], [-3.93975, 0.82638, 2.64685], [-3.96956, 1.45667, 1.33155], [-5.14186, 0.10058, 2.99380], [-2.09826, 1.57440, 3.02307], [-4.54176, 0.94121, 0.57278], [-2.95827, 1.56131, 0.92812], [-4.32807, 2.47033, 1.54034], [-5.55444, -0.43652, 2.13631], [-5.01561, -0.52969, 3.86734], [-5.96635, 0.79762, 3.21307], [-2.05411, -2.33156, 1.82481], [-0.94251, -2.49322, 2.29113], [-2.70879, -3.38588, 1.25818], [-2.18196, -4.72068, 1.33742], [-4.09541, -3.24258, 0.89000], [-2.52820, -1.36204, 1.60060], [-1.13019, -4.80026, 1.59993], [-2.27193, -5.25318, 0.39150], [-2.69552, -5.22768, 2.16096], [-4.76789, -3.40469, 1.74205], [-4.28538, -2.23554, 0.50998], [-4.43395, -3.94848, 0.13109], [4.19507, 0.16632, -1.67728], [4.36500, -0.64434, -0.82040], [5.16951, 0.78772, -2.36388], [4.88690, 1.72810, -3.41910], [6.57246, 0.74707, -1.93318], [3.22912, 0.36873, -2.17042], [5.10687, 2.73506, -3.04006], [3.87712, 1.63121, -3.80511], [5.57191, 1.62515, -4.26428], [6.69185, 1.71137, -1.42091], [6.71643, -0.01658, -1.17993], [7.22087, 0.71352, -2.80024], [-3.59805, -0.08991, -1.72785], [-2.68185, 0.70904, -1.64031], [-3.48790, -1.25472, -2.36844], [-2.21612, -1.75945, -2.89782], [-4.61907, -2.09981, -2.61121], [-4.66333, 0.07111, -1.50837], [-1.42240, -1.03355, -2.76472], [-2.37889, -1.73867, -3.98129], [-2.04277, -2.75375, -2.50013], [-4.69352, -2.38808, -3.65891], [-4.63624, -3.00992, -2.00343], [-5.56564, -1.62510, -2.34023], [1.81143, -2.15867, -4.34916], [2.11661, -3.01655, -5.13418], [1.65817, -0.83553, -4.66829], [1.03729, 0.08148, -3.74037], [2.02968, -0.39614, -5.98348], [1.57243, -2.33424, -3.28432], [-0.00050, 0.35635, -3.90789], [1.70806, 0.94811, -3.78292], [1.30469, -0.33637, -2.76656], [2.70971, 0.46062, -5.92120], [2.49106, -1.19837, -6.54403], [1.17269, -0.02087, -6.55366], [1.42567, 2.82322, 5.81536], [2.13355, 2.68317, 6.78061], [1.61931, 2.20159, 4.61936], [0.59393, 2.34319, 3.58807], [2.66104, 1.24671, 4.34686], [0.67390, 3.62789, 5.81625], [1.16597, 2.67974, 2.70797], [-0.10000, 3.13044, 3.85849], [0.21834, 1.34997, 3.38404], [2.23957, 0.26289, 4.12397], [3.24668, 1.56023, 3.47808], [3.29985, 1.18003, 5.22216]], "atomic_forces_ev_per_a": [[0.503, -0.977, 0.720], [-0.593, 1.283, 0.973], [0.066, -0.686, 0.386], [-0.954, 2.145, 0.045], [0.094, -0.388, 0.257], [-0.273, -0.023, -0.396], [0.498, -0.532, -0.596], [0.143, 0.624, -0.124], [0.491, -0.719, 0.074], [0.674, -0.210, -1.536], [-1.113, 2.768, 1.372], [-0.013, -1.179, -0.533], [-0.150, -0.182, -0.005], [0.181, 0.179, 0.494], [0.148, -0.381, 0.357], [0.302, -0.947, -0.157], [0.050, -1.329, -1.157], [0.674, -1.024, -0.438], [-0.394, 0.664, 0.085], [-1.013, -0.038, 0.411], [0.545, -0.004, -1.458], [0.192, -0.341, -0.543], [0.005, -0.033, 0.242], [0.154, -0.362, 0.660], [-0.444, 0.542, 0.004], [0.296, 0.286, 0.427], [-0.130, -0.093, 0.259], [0.160, 0.171, 0.267], [0.019, 0.180, 0.108], [0.002, -0.053, -0.686], [0.117, -0.022, 0.558], [-0.574, -1.070, -1.073], [1.038, 1.342, 1.116], [-0.976, 0.598, 0.227], [0.047, 0.009, 0.180], [-0.393, -0.234, 0.324], [0.009, -0.099, 0.097], [-0.379, 0.054, -0.863], [0.527, -0.406, 0.014], [0.252, -0.113, -0.094], [0.262, 0.087, 0.259], [1.080, -1.410, -1.199], [-0.191, 1.015, 0.425], [-0.280, 0.791, -0.431], [0.164, -0.802, 0.743], [-0.698, 0.139, 0.281], [-0.134, 0.077, 0.521], [0.059, 0.756, 0.009], [-0.468, 0.014, 0.006], [-0.123, -0.426, -0.335], [0.073, 0.033, 0.022], [0.061, 0.021, 0.042], [0.461, -0.086, -0.101], [0.242, 0.199, -2.239], [-0.160, -0.909, 1.784], [0.621, -0.216, -0.452], [0.624, 0.626, 0.177], [-1.183, 1.153, 0.602], [-0.344, 0.142, 0.367], [-0.491, 0.135, -0.162], [-0.146, 0.088, 0.199], [-0.025, -0.447, 0.042], [0.648, -0.082, -0.074], [0.098, -0.362, -0.292], [0.176, -0.327, 0.046], [-0.643, -0.908, -1.849], [0.445, 1.379, 0.586], [0.597, -0.366, 0.537], [-0.937, 0.941, -0.834], [-1.195, -0.602, 0.339], [0.116, 0.512, 0.615], [0.103, -0.183, 0.698], [0.284, -0.738, -0.021], [0.360, -0.014, -0.114], [0.161, 0.071, -0.054], [0.496, -0.040, -0.135], [0.198, 0.375, -0.119], [-0.648, 0.568, -0.015], [0.336, -0.373, 0.035], [-0.398, -0.771, -0.172], [2.462, -0.005, 0.075], [-0.254, 0.917, -0.463], [0.090, -0.210, -0.004], [-0.124, -0.190, -0.008], [-0.687, 0.551, 0.041], [-1.015, 0.056, 0.307], [0.170, -0.147, 0.086], [0.056, -0.145, 0.095], [-0.123, -0.220, 0.032], [1.155, 0.410, 0.041], [0.143, -0.305, 0.387], [-1.496, 0.563, -0.197], [2.246, 0.130, 0.083], [0.047, -0.145, 0.234], [-0.485, -0.337, -0.289], [-0.450, -0.016, -0.323], [-0.441, -0.301, 0.116], [-0.804, -0.012, -0.081], [0.024, -0.063, 0.109], [0.034, 0.073, 0.042], [0.060, -0.060, -0.020]], "homo_lumo_gap_ev": 2.39, "total_energy_ev": -62322.36048, "e_homo_ev": -10.4, "total_charge": 1}